1.
# C23H26As2N2S6W

C23H26As2N2S6W as an isolated structure (ωB97M-V/def2-TZVPD, the Open Molecules 2025 dataset).

The geometry in XYZ format:
```
60
Properties=species:S:1:pos:R:3:forces:R:3
W 0.945883 0.768336 -0.411220 -0.3 0.4 0.3
S -0.687398 2.471534 -0.712468 0.0 0.0 0.0
C -2.325072 1.786839 -0.579651 0.0 0.0 0.0
C -3.370626 2.673604 -0.328183 0.0 0.0 0.0
C -4.666806 2.203356 -0.189969 0.0 0.0 0.0
C -4.940835 0.846472 -0.298519 0.0 0.0 0.0
C -3.906849 -0.038983 -0.559501 0.0 0.0 0.0
C -2.605495 0.426998 -0.701640 0.0 0.0 -0.1
As -1.119218 -0.707721 -1.163426 0.3 0.0 0.2
C -1.295654 -0.898590 -3.071965 -0.1 0.1 0.0
C -2.054574 0.017470 -3.790266 0.0 0.0 0.0
C -2.124686 -0.080899 -5.173396 0.0 0.0 0.0
C -1.442847 -1.093446 -5.832385 0.0 0.0 0.0
C -0.683883 -2.004973 -5.111424 0.0 0.0 0.0
C -0.602405 -1.907985 -3.730671 0.0 0.0 0.0
C -1.595472 -2.447238 -0.474906 0.0 0.1 -0.1
C -2.494385 -3.231927 -1.188334 0.0 0.0 -0.1
C -2.877578 -4.470949 -0.695955 0.0 0.0 0.0
C -2.359355 -4.927435 0.508349 0.0 0.0 0.0
C -1.455204 -4.146342 1.214512 0.0 0.0 0.0
C -1.069310 -2.907740 0.724011 0.0 0.0 0.0
H -3.158277 3.731352 -0.236416 0.0 0.0 0.0
H -5.469034 2.902869 0.009386 0.0 0.0 0.0
H -5.952606 0.481430 -0.180111 0.0 0.0 0.0
H -4.107862 -1.099682 -0.647382 0.0 0.0 0.0
H -2.589878 0.807734 -3.278291 0.0 0.0 0.0
H -2.713015 0.634372 -5.733584 0.0 0.0 0.0
H -1.500685 -1.170563 -6.910754 0.0 0.0 0.0
H -0.142667 -2.789351 -5.624751 0.0 0.0 0.0
H 0.012827 -2.599716 -3.169395 0.0 0.0 0.0
H -2.885278 -2.885889 -2.137556 0.0 0.0 0.0
H -3.574340 -5.079864 -1.257322 0.0 0.0 0.0
H -2.652346 -5.896605 0.891196 0.0 0.0 0.0
H -1.036750 -4.506538 2.145359 0.0 0.0 0.0
H -0.341807 -2.315764 1.263231 0.0 0.0 0.0
S 4.823838 -0.576855 -0.607456 -0.1 0.0 0.0
As 2.843974 -0.996198 -1.104952 0.0 0.0 0.0
S 1.888381 0.373175 -2.581004 0.2 -0.1 -0.2
S 0.913007 0.083077 1.613096 0.0 -0.1 0.2
S 1.998876 -2.887075 -1.154313 0.1 -0.1 0.0
C 5.504116 0.231005 2.979858 0.0 0.0 0.0
C 4.509053 1.367852 3.120712 0.0 -0.1 0.0
N 3.947876 1.682842 1.807031 0.0 0.0 0.1
C 3.029509 2.561313 1.471141 -0.1 0.1 0.1
S 2.620813 2.680246 -0.227506 -0.2 -0.2 -0.2
N 2.419330 3.423363 2.284026 0.0 0.0 0.0
C 2.381621 3.531442 3.745487 -0.1 -0.1 0.0
C 1.322184 2.636664 4.372391 0.0 0.0 0.0
H 5.889055 -0.042876 3.961171 0.0 0.0 0.0
H 6.342794 0.524082 2.347225 0.0 0.0 0.0
H 5.033879 -0.644802 2.532230 0.0 0.0 0.0
H 5.007667 2.250307 3.521570 0.0 0.0 0.0
H 3.710165 1.078799 3.807016 0.0 0.0 0.0
H 4.247710 1.078641 1.034868 0.0 0.0 0.0
H 1.719099 3.959542 1.793303 0.0 0.0 0.0
H 2.170162 4.578029 3.963410 0.0 0.0 0.0
H 3.361684 3.327332 4.159350 0.0 0.0 0.0
H 0.341235 2.831529 3.937128 0.0 0.0 0.0
H 1.266989 2.821320 5.446446 0.0 0.0 0.0
H 1.550490 1.583058 4.211145 0.0 0.0 0.0
```
Positions in Å, forces in eV/Å.

Computed properties:
HOMO level (alpha / beta) ... -7.0 / -7.9 eV
Energy relative to the best compared isomer or geometry (same formula, charge and spin) ... 0.454 eV
<S²> ... 2.02
Energy ... -215770.330 eV
Multiplicity ... 3
LUMO (alpha / beta) ... -0.86 / -1.75 eV

---

2.
# C36H45As2N7O8Ti

C36H45As2N7O8Ti as an isolated structure (ωB97M-V/def2-TZVPD, the Open Molecules 2025 dataset).

The geometry in XYZ format:
```
99
Properties=species:S:1:pos:R:3:forces:R:3
Ti 0.256755 0.302937 -0.455452 0.0 0.0 0.3
C 0.393921 -2.546948 -1.449144 0.0 0.1 0.1
C -1.117592 -2.357303 -1.498812 0.0 0.1 0.0
N -1.478986 -0.916452 -1.351304 0.0 0.1 0.1
C -2.721666 -0.668125 -0.591358 0.1 0.0 0.0
C -2.416783 -0.795130 0.869693 0.2 0.1 0.0
C -3.296027 -1.359808 1.771859 -0.1 0.0 0.0
C -2.919569 -1.456744 3.101744 -0.1 0.0 0.0
C -1.667687 -1.003117 3.478112 0.0 0.0 0.1
C -0.836587 -0.447449 2.522615 0.0 0.0 -0.1
C 0.529247 0.067022 2.863496 0.0 0.0 0.0
N 1.442383 -0.145071 1.735110 -0.1 0.0 -0.2
C 2.113463 -1.472173 1.708689 0.0 0.0 0.0
C 2.181701 -2.009474 0.285568 -0.1 0.1 0.0
N 0.831426 -1.783685 -0.262871 0.0 -0.5 -0.2
N -1.203521 -0.334056 1.233780 -0.2 -0.2 0.0
H 0.889946 -2.156529 -2.335271 0.0 0.0 0.0
H 0.636982 -3.607392 -1.357330 0.0 0.0 0.0
H -1.576657 -2.910003 -0.675391 0.0 0.0 0.0
H -1.525128 -2.756078 -2.427068 0.0 0.0 0.0
H -1.635542 -0.549546 -2.284943 0.1 0.1 0.0
H -3.535588 -1.333149 -0.883792 0.0 -0.1 0.0
H -3.034327 0.356853 -0.806226 0.0 0.0 0.0
H -4.254739 -1.727417 1.430777 0.0 0.0 0.0
H -3.583931 -1.904264 3.829481 0.0 0.0 0.0
H -1.326440 -1.084911 4.501752 0.0 0.0 0.0
H 0.884851 -0.390420 3.789472 0.0 0.0 0.0
H 0.476079 1.145415 3.035510 0.0 0.0 0.0
H 2.167253 0.554099 1.814687 0.0 0.0 -0.1
H 1.537007 -2.165111 2.327155 0.0 0.0 0.0
H 3.112597 -1.409481 2.139173 0.0 0.0 0.1
H 2.438077 -3.070246 0.285743 0.0 0.0 0.0
H 2.920244 -1.483656 -0.316074 0.0 0.0 -0.1
H 0.198398 -2.075494 0.481422 0.0 0.0 0.0
C -1.772952 0.508042 -5.851177 0.0 0.0 0.0
C -0.579812 -0.205722 -5.855723 0.0 0.0 0.0
C 0.225732 -0.244416 -4.727998 0.0 -0.1 -0.1
C -0.172496 0.432080 -3.579974 0.1 0.0 0.3
C -1.358478 1.159998 -3.574989 -0.1 0.1 0.0
C -2.159574 1.191403 -4.708039 0.0 0.0 0.0
N 0.631525 0.432640 -2.391097 0.3 -0.4 0.4
N 1.931214 0.338805 -2.711417 0.0 0.5 -0.2
C 2.728207 0.764771 -1.732038 0.0 0.2 -0.1
C 4.120921 0.893526 -1.981675 0.0 -0.1 0.0
C 4.903009 1.515296 -1.066821 0.1 0.1 0.0
C 4.312722 2.036628 0.114689 0.2 0.0 0.0
C 2.991632 1.849571 0.326198 -0.3 -0.1 0.0
N 2.174622 1.168005 -0.550992 0.1 -0.1 -0.2
H -2.392199 0.538669 -6.737753 0.0 0.0 0.0
H -0.270026 -0.734810 -6.747570 0.0 0.0 0.0
H 1.160902 -0.786860 -4.729153 0.0 0.0 0.0
H -1.632404 1.735132 -2.699748 0.0 0.0 0.0
H -3.077578 1.765317 -4.699351 0.0 0.0 0.0
H 4.502792 0.532495 -2.926150 0.0 0.0 0.0
H 5.960340 1.650535 -1.254196 0.0 0.0 0.0
H 4.894018 2.595113 0.834696 0.0 0.0 0.0
H 2.510778 2.280528 1.198742 -0.1 0.0 0.0
C -5.152539 4.074003 -2.445767 0.0 0.0 0.0
O -3.877119 4.566898 -1.974105 0.0 0.0 -0.1
C -3.123916 3.715386 -1.321554 0.1 0.1 0.1
O -3.398007 2.536108 -1.162935 0.0 0.0 0.0
C -1.847135 4.265209 -0.769391 -0.4 -0.6 -0.2
C -1.548767 5.551699 -0.638512 0.0 0.3 0.2
As 0.203732 6.448484 -0.144010 0.0 -0.2 0.0
C -0.506711 7.734736 1.135500 0.0 0.1 0.0
C 0.634113 4.864011 0.929697 0.0 0.1 0.4
C 0.668088 3.835052 0.071841 0.1 -0.2 -0.5
As -0.906348 2.670465 0.017750 0.4 0.7 0.0
C -1.867342 2.781625 1.700780 0.0 0.0 0.0
C 1.342930 4.003375 -1.287727 -0.3 0.0 0.3
O 2.449147 4.453442 -1.395873 0.1 -0.1 0.0
O 0.603122 3.549460 -2.301236 -0.1 0.0 0.0
C 1.175805 3.723848 -3.616505 0.0 -0.1 0.0
C 0.380275 4.558992 2.374319 -0.1 0.1 -0.2
O 0.715870 3.503909 2.871844 0.1 0.0 0.0
O -0.186149 5.547792 3.044058 0.0 0.0 0.1
C -0.358843 5.339864 4.464489 0.0 0.0 -0.1
C -2.576414 6.635711 -0.862460 0.2 0.0 -0.2
O -3.508234 6.817696 -0.131983 0.0 -0.1 0.1
O -2.199796 7.421501 -1.868496 0.0 0.0 0.1
C -3.025268 8.586589 -2.112127 0.0 -0.1 0.0
H -5.590138 4.896142 -2.998778 0.0 0.0 0.0
H -5.774938 3.807917 -1.595674 0.0 0.0 0.0
H -5.004279 3.207721 -3.084487 0.0 0.0 0.0
H -0.676537 8.659575 0.587516 0.0 0.0 0.0
H 0.262496 7.903401 1.884831 0.0 0.1 0.0
H -1.422482 7.403974 1.615576 0.0 0.0 0.0
H -2.071637 3.821338 1.945154 0.0 0.0 0.0
H -1.327104 2.307027 2.512343 0.0 0.0 0.0
H -2.810848 2.266063 1.523777 0.0 0.0 0.0
H 0.380125 3.474763 -4.310736 0.0 0.0 0.0
H 2.020976 3.051773 -3.743136 0.0 0.0 0.0
H 1.502942 4.751438 -3.747307 0.0 0.0 0.0
H -0.685478 6.295935 4.856733 0.0 0.0 0.0
H 0.580706 5.033971 4.915446 0.0 0.0 0.0
H -1.115702 4.578019 4.636525 0.0 0.0 0.0
H -2.380767 9.307667 -2.602279 0.0 0.0 0.0
H -3.413639 8.975984 -1.176322 0.0 0.0 0.0
H -3.846364 8.306042 -2.766843 0.0 0.0 0.0
```
Positions in Å, forces in eV/Å.

Computed properties:
HOMO level (alpha / beta) ... -12.2 / -12.2 eV
Total charge ... +2
Energy relative to the best compared isomer or geometry (same formula, charge and spin) ... 0.343 eV
Energy ... -209652.443 eV
LUMO (alpha / beta) ... -6.05 / -5.88 eV